[1]
{
  "formula": "C5H11IO3S",
  "method": "ωB97M-V/def2-TZVPD",
  "species": ["C", "C", "C", "C", "C", "O", "O", "O", "S", "I", "H", "H", "H", "H", "H", "H", "H", "H", "H", "H", "H"],
  "coordinates": [[0.521764, -2.204641, -0.652788], [0.678845, 0.036379, -1.930102], [-0.120040, 2.560659, 0.719038], [-0.893327, -0.186750, 0.001065], [0.424763, -0.627073, -0.448159], [-0.141877, 0.541951, 2.420506], [-2.388984, 1.232918, 1.609844], [1.536465, -0.179039, 0.272211], [-1.011064, 1.015820, 1.344736], [-2.029545, -2.573722, 2.588126], [0.583621, -2.713246, 0.287689], [-0.318205, -2.616428, -1.247000], [1.453445, -2.648574, -1.098930], [1.595128, -0.481754, -2.323671], [0.667136, 1.055316, -1.539947], [-0.128481, -0.084805, -2.501289], [-0.345633, 3.333417, 1.331745], [1.053879, 2.320966, 0.694260], [-0.408686, 2.822227, -0.341652], [-1.909266, -0.460866, -0.434276], [1.180061, -0.142757, 1.248595]],
  "forces_ev_per_a": [[0.05, -0.56, -0.67], [2.34, -0.31, 4.01], [2.38, -3.75, -3.38], [-1.25, -0.87, 1.14], [1.05, -1.91, -2.44], [-0.42, 0.28, -0.89], [-0.52, 0.53, -0.24], [-1.65, 0.15, 2.91], [1.92, 0.40, 0.49], [0.45, 0.82, -1.04], [-0.75, 0.07, 0.99], [0.26, 0.39, 0.47], [-0.50, 1.50, -0.24], [-0.80, 1.20, 0.46], [1.09, 0.29, -1.18], [-3.09, -0.72, -2.57], [-0.78, 2.23, 2.18], [-2.80, 0.41, 0.30], [0.00, -0.40, 1.17], [1.68, 0.31, 0.38], [1.35, -0.04, -1.86]],
  "homo_ev": [-8.5, -8.5],
  "homo_lumo_gap_ev": [4.856, 4.921],
  "charge": 0
}

[2]
{
  "formula": "C5H11LuNP",
  "method": "ωB97M-V/def2-TZVPD",
  "species": ["C", "C", "C", "C", "C", "Lu", "P", "H", "H", "H", "H", "H", "H", "H", "H", "N", "H", "H", "H"],
  "coordinates": [[-1.484942, -1.001570, -0.324163], [-0.857952, -2.221525, -0.308035], [0.364937, -2.462738, 0.403653], [0.832499, -1.649122, 1.497736], [0.412530, -0.367069, 1.723033], [0.558647, -0.227782, -0.465982], [-1.167514, 1.745623, -1.553188], [-2.462769, -0.794879, -0.764712], [-1.200593, -3.081944, -0.909741], [0.896696, -3.392306, 0.178960], [0.580970, 0.175678, 2.647383], [1.599722, -2.132134, 2.122243], [-1.592265, 2.678491, -0.550184], [-2.461257, 1.516395, -2.144572], [-0.695096, 2.706269, -2.486949], [1.570050, 1.879783, 0.151347], [0.842306, 2.490516, 0.528037], [1.993119, 2.371118, -0.635771], [2.270912, 1.767193, 0.890904]],
  "forces_ev_per_a": [[0.28, 1.06, -0.91], [-0.58, -0.80, -0.50], [0.72, 0.00, -0.71], [0.59, -0.64, 0.94], [0.26, 0.72, -1.09], [-1.46, -0.20, 1.72], [-0.50, 0.05, -0.19], [-0.01, -0.74, 0.04], [-0.11, 0.19, 0.41], [-0.21, 0.27, 0.24], [0.38, -0.32, 0.24], [-0.41, -0.08, 0.10], [0.17, -0.31, -0.39], [0.75, 0.10, 0.30], [-0.35, 0.21, 0.04], [0.48, 0.58, -0.10], [0.20, -0.29, -0.04], [0.12, 0.20, 0.29], [-0.33, 0.00, -0.38]],
  "homo_ev": -5.9,
  "homo_lumo_gap_ev": 5.459,
  "charge": 0
}

[3]
{
  "formula": "C5H11MgO4Sr",
  "method": "ωB97M-V/def2-TZVPD",
  "species": ["O", "C", "C", "O", "C", "C", "O", "C", "Sr", "H", "H", "H", "H", "H", "H", "H", "H", "H", "H", "Mg", "O", "H"],
  "coordinates": [[1.714471, -0.752344, 0.918639], [1.445782, -2.053826, 0.518208], [0.406628, -2.029405, -0.594611], [-0.639034, -1.151753, -0.176422], [-1.529057, -0.705022, -1.187181], [-2.449520, 0.291647, -0.526070], [-1.631766, 1.249212, 0.140685], [-2.336890, 2.340244, 0.716179], [0.253468, 0.606070, 1.032287], [1.071502, -2.658894, 1.365388], [2.341059, -2.572383, 0.129735], [-0.007023, -3.027304, -0.802825], [0.854176, -1.616842, -1.514289], [-2.108721, -1.543737, -1.597964], [-3.092316, -0.199092, 0.221565], [-3.068666, 0.795243, -1.281971], [-1.593863, 2.989489, 1.191132], [-2.868372, 2.894904, -0.068888], [-3.046067, 1.970196, 1.470728], [2.668184, 0.605116, 2.047602], [1.273603, 1.852766, 1.607460], [-0.950051, -0.240876, -2.034077]],
  "forces_ev_per_a": [[4.49, -4.20, -0.30], [0.37, -0.24, 0.20], [-0.08, -0.10, -0.42], [-1.09, -1.99, -1.58], [0.55, -0.21, -0.44], [-0.20, 0.36, 0.05], [-2.98, 0.91, -1.69], [-0.23, 0.08, -0.09], [-11.31, -4.80, -1.66], [0.03, 0.09, -0.21], [-0.19, 0.01, 0.05], [0.17, 0.09, -0.03], [-0.05, -0.13, 0.14], [0.00, 0.14, 0.00], [0.04, 0.03, -0.24], [-0.02, -0.16, 0.12], [-0.13, -0.14, -0.10], [0.02, -0.02, 0.23], [0.05, 0.16, -0.15], [1.41, 0.43, 0.37], [9.61, 9.97, 5.08], [-0.45, -0.26, 0.68]],
  "homo_ev": [-4.6, -6.5],
  "spin_multiplicity": 2,
  "homo_lumo_gap_ev": [4.778, 6.507],
  "s_squared": 0.75,
  "charge": 0
}

[4]
{
  "formula": "C5H11N",
  "method": "ωB97M-V/def2-TZVPD",
  "species": ["C", "C", "C", "H", "H", "H", "H", "H", "H", "C", "C", "N", "H", "H", "H", "H", "H"],
  "coordinates": [[-0.374786, -2.811265, 0.030008], [0.974090, -2.886214, 0.754494], [1.018328, -2.795592, 2.168439], [-0.751404, -1.821852, -0.283545], [-1.144222, -3.230759, 0.682171], [-0.234300, -3.339979, -0.915682], [1.904158, -2.699054, 0.194029], [1.920197, -3.093423, 2.695526], [0.378154, -2.008893, 2.600201], [-0.107684, 2.019004, -1.362686], [-0.283832, 3.061502, -0.543738], [-1.047022, 4.198597, -0.961929], [-0.289600, 2.121467, -2.433691], [0.099317, 1.038944, -0.962915], [-0.184398, 3.004266, 0.538399], [-1.132813, 4.917747, -0.277033], [-0.744184, 4.325504, -1.922048]],
  "forces_ev_per_a": [[1.46, 0.33, 0.09], [-0.25, 0.14, 0.09], [-0.44, 0.28, -0.39], [0.07, 0.37, 0.22], [-0.05, -0.33, -0.23], [-0.55, -0.39, -0.13], [-0.36, -0.40, -0.36], [0.10, 0.40, 0.12], [0.00, -0.35, 0.59], [0.26, 0.39, 0.39], [-2.06, -0.31, 0.14], [1.38, -1.89, -0.39], [-0.14, -0.10, 0.24], [0.57, 0.01, -0.08], [0.24, -0.28, -0.18], [0.41, 0.81, -0.38], [-0.65, 1.33, 0.28]],
  "homo_ev": [0.9, -1.8],
  "spin_multiplicity": 2,
  "homo_lumo_gap_ev": [2.237, 4.852],
  "s_squared": 0.75,
  "charge": -1
}

[5]
{
  "formula": "C5H11N",
  "method": "ωB97M-V/def2-TZVPD",
  "species": ["C", "C", "N", "C", "C", "C", "H", "H", "H", "H", "H", "H", "H", "H", "H", "H", "H"],
  "coordinates": [[1.777869, -1.817477, 0.143302], [1.300536, -0.335294, 0.413846], [0.219200, 0.042284, -0.507810], [-1.051610, -0.551378, -0.026697], [-0.709712, 0.850022, 0.259930], [-1.580746, 1.881695, -0.443168], [1.734474, -1.869718, -1.056981], [0.997229, -2.543926, 0.577186], [2.885432, -1.879318, 0.515148], [2.098725, 0.392606, 0.345271], [1.053568, -0.194476, 1.502048], [-0.981998, -1.319985, 0.824503], [-1.901585, -0.689884, -0.738980], [-0.377293, 1.211864, 1.264398], [-1.249203, 3.002061, -0.274451], [-1.504191, 1.679511, -1.530621], [-2.707583, 1.749877, 0.043873]],
  "forces_ev_per_a": [[0.15, 1.29, -1.61], [0.54, -1.30, 0.65], [-0.10, -0.11, 0.91], [-0.46, -1.18, 1.38], [-0.85, 1.77, 0.66], [-1.29, 1.35, 1.07], [0.36, -0.34, 2.73], [1.70, 0.88, -0.58], [-2.27, -0.54, -0.60], [0.43, 0.02, -0.75], [-0.44, -0.53, -0.72], [-0.13, 1.19, -1.46], [1.12, -0.12, 0.45], [-0.31, -0.77, -0.81], [-0.58, -2.28, -0.22], [-0.65, 0.17, 0.57], [2.78, 0.51, -1.68]],
  "homo_ev": -9.3,
  "smiles": "CCN1C[C@@H]1C",
  "homo_lumo_gap_ev": 10.483,
  "charge": 0
}

[6]
{
  "formula": "C5H11N",
  "method": "ωB97M-V/def2-TZVPD",
  "species": ["C", "N", "C", "C", "C", "C", "H", "H", "H", "H", "H", "H", "H", "H", "H", "H", "H"],
  "coordinates": [[1.543782, 0.066580, -0.685555], [0.545728, 0.743354, 0.108562], [0.313540, 0.338096, 1.470700], [-0.848933, -0.067614, 0.674086], [-0.899612, 1.239973, -0.705795], [-0.944213, -1.510254, 0.263439], [1.460835, -1.027454, -0.694886], [1.458994, 0.430803, -1.717511], [2.526332, 0.345115, -0.297287], [0.248394, 1.143325, 2.206076], [1.014044, -0.452164, 1.751211], [-1.716427, 0.678892, -1.185445], [-0.279328, 1.600629, -1.558673], [-1.288380, 2.111814, -0.186379], [-1.545461, -2.034522, 1.019556], [-1.480569, -1.610145, -0.688470], [0.002855, -2.069599, 0.186186]],
  "forces_ev_per_a": [[0.06, -0.06, -0.08], [0.22, 0.13, -0.05], [0.04, -0.02, 0.13], [-0.13, -0.40, 0.33], [-0.12, 0.32, -0.41], [0.04, 0.01, -0.11], [0.04, 0.14, 0.01], [0.03, -0.06, 0.14], [-0.03, -0.08, -0.09], [0.01, -0.11, -0.09], [-0.17, 0.03, 0.01], [0.06, 0.05, 0.15], [-0.11, -0.10, 0.11], [-0.01, -0.19, -0.05], [0.10, 0.22, -0.09], [0.06, -0.01, 0.09], [-0.11, 0.11, 0.01]],
  "homo_ev": -7.1,
  "homo_lumo_gap_ev": 8.053,
  "charge": 0
}

[7]
{
  "formula": "C5H11N",
  "method": "ωB97M-V/def2-TZVPD",
  "species": ["C", "C", "C", "C", "N", "C", "H", "H", "H", "H", "H", "H", "H", "H", "H", "H", "H"],
  "coordinates": [[2.511853, -0.387660, 0.427303], [1.313328, -0.539244, -0.520901], [0.093305, -0.369547, 0.368107], [-0.461453, 1.007852, 0.235384], [-1.301972, 0.235463, -0.687997], [-2.636857, 0.049018, -0.088345], [2.512517, 0.595782, 0.911918], [2.477224, -1.146746, 1.215118], [3.454554, -0.495593, -0.117782], [1.387531, 0.199104, -1.334690], [1.340602, -1.538333, -0.970084], [-0.900202, -0.840315, -0.390707], [0.138236, 1.754364, -0.292625], [-0.996691, 1.436156, 1.086176], [-3.211103, -0.656808, -0.694792], [-3.145493, 1.017454, -0.091092], [-2.575381, -0.320946, 0.945007]],
  "forces_ev_per_a": [[0.08, 0.02, 0.07], [-0.01, -0.08, -0.06], [0.27, 0.19, 0.01], [0.05, 0.19, 0.12], [-0.03, -0.02, -0.02], [-0.18, -0.04, 0.02], [0.00, -0.13, -0.08], [0.02, 0.12, -0.11], [-0.14, 0.01, 0.06], [-0.07, -0.08, 0.13], [-0.02, 0.13, 0.09], [-0.13, -0.10, -0.14], [-0.04, -0.14, 0.11], [0.06, -0.10, -0.13], [0.08, 0.10, 0.08], [0.08, -0.13, -0.01], [0.00, 0.07, -0.14]],
  "homo_ev": -8.4,
  "homo_lumo_gap_ev": 9.586,
  "charge": 0
}